Computed, not measured: a structure of composition C22H24N3ORu in a non-equilibrium geometry, with ωB97M-V with the def2-TZVPD basis set.

Calculated values
Kohn-Sham gap (alpha / beta)	5.79 / 6.04	eV
E_LUMO (alpha / beta)	-13.5 / -13.2	eV
E_HOMO (alpha / beta)	-19.25 / -19.28	eV
total charge	+3

Cartesian coordinates (Å):
Ru  -1.41  -0.84  0.57
C  3.05  2.98  -1.33
C  3.28  1.65  -0.61
C  4.58  1.68  0.22
C  2.12  1.18  0.20
C  0.92  1.92  0.30
C  -0.12  1.47  1.07
C  -0.07  0.19  1.75
C  -1.06  -0.13  2.84
C  1.20  -0.52  1.67
C  2.22  -0.05  0.91
H  3.95  3.23  -1.89
H  2.88  3.79  -0.62
H  2.23  2.94  -2.05
H  3.40  0.85  -1.37
H  4.49  2.42  1.02
H  5.39  1.98  -0.43
H  4.85  0.72  0.65
H  0.84  2.87  -0.20
H  -1.00  2.09  1.20
H  -1.83  -0.94  2.50
H  -1.67  0.72  3.14
H  -0.63  -0.63  3.71
H  1.30  -1.44  2.23
H  3.15  -0.61  0.87
O  0.91  -0.94  -2.46
C  0.16  -1.40  -1.66
N  -1.02  -0.68  -1.24
C  -1.65  0.36  -2.03
C  -2.80  0.90  -1.22
C  -3.74  1.77  -1.74
C  -4.80  2.18  -0.94
C  -4.90  1.70  0.36
C  -3.94  0.85  0.83
N  -2.90  0.46  0.07
C  0.29  -2.65  -0.85
C  1.05  -3.72  -1.24
C  1.05  -4.85  -0.42
C  0.32  -4.85  0.76
C  -0.40  -3.71  1.10
N  -0.42  -2.63  0.31
H  -1.99  -0.04  -2.99
H  -0.91  1.13  -2.26
H  -3.65  2.11  -2.77
H  -5.55  2.86  -1.34
H  -5.73  1.99  1.00
H  -3.98  0.44  1.84
H  1.60  -3.69  -2.17
H  1.62  -5.73  -0.70
H  0.30  -5.71  1.41
H  -0.97  -3.66  2.02

---

Computed, not measured: a cluster of 2 separate species, CH5BO4 in total in a non-equilibrium geometry, with ωB97M-V with the def2-TZVPD basis set.

Calculated values
Kohn-Sham gap (alpha / beta)	5.79 / 10.41	eV
spin multiplicity	3
E_LUMO (alpha / beta)	0.4 / -0.9	eV
E_HOMO (alpha / beta)	-5.39 / -11.30	eV
<S²>	2.00
energy above the lowest of the compared OMol25 structures with the same formula, charge and spin	0.0	kcal/mol

Cartesian coordinates (Å):
B  -1.00  1.37  0.88
C  1.01  -2.13  -1.33
O  -1.60  2.21  0.10
O  0.15  0.71  0.41
O  1.23  -1.97  -0.02
O  0.51  -1.05  -1.79
H  -1.64  1.15  1.82
H  -1.13  2.51  -0.63
H  0.69  0.33  1.15
H  1.53  -2.83  0.42
H  0.26  -0.31  -1.01

---

Computed, not measured: a structure of composition C49H63CaN8O5PSe2Te, with ωB97M-V with the def2-TZVPD basis set.

Calculated values
Kohn-Sham gap (alpha / beta)	6.66 / 6.23	eV
spin multiplicity	2
E_LUMO (alpha / beta)	2.1 / 1.7	eV
E_HOMO (alpha / beta)	-4.53 / -4.53	eV
<S²>	0.76
energy above the lowest of the compared OMol25 structures with the same formula, charge and spin	0.0	kcal/mol
total charge	-1

Cartesian coordinates (Å):
Ca  -0.10  1.81  1.26
C  -5.26  2.56  -0.39
N  -3.91  2.40  -0.88
C  -3.79  1.93  -2.25
C  -2.81  2.48  -0.10
O  -1.71  2.15  -0.53
C  -2.92  2.97  1.35
O  -1.68  3.31  1.82
C  -0.72  3.97  4.08
C  0.60  3.99  3.52
O  1.11  2.96  3.04
N  1.28  5.18  3.46
C  1.07  6.26  4.38
C  2.60  5.17  2.85
H  -5.80  3.31  -0.97
H  -5.26  2.85  0.66
H  -5.80  1.61  -0.46
H  -4.26  2.64  -2.93
H  -4.29  0.96  -2.36
H  -2.74  1.81  -2.49
H  -3.40  2.14  1.91
H  -3.63  3.82  1.39
H  -1.14  3.01  4.33
H  -1.30  4.86  4.24
H  0.06  6.25  4.78
H  1.23  7.22  3.88
H  1.77  6.20  5.23
H  2.65  4.40  2.09
H  3.38  4.99  3.61
H  2.78  6.14  2.39
Se  -4.13  -0.80  3.01
P  -3.03  -1.98  1.56
Se  -1.58  -1.13  0.24
C  -4.28  -2.90  0.59
C  -5.20  -3.70  1.25
C  -6.17  -4.39  0.54
C  -6.23  -4.28  -0.84
C  -5.31  -3.48  -1.51
C  -4.34  -2.79  -0.80
C  -2.16  -3.33  2.45
C  -1.61  -3.08  3.70
C  -0.83  -4.05  4.33
C  -0.60  -5.27  3.71
C  -1.14  -5.52  2.46
C  -1.92  -4.55  1.83
H  -5.17  -3.76  2.33
H  -6.88  -5.02  1.07
H  -6.98  -4.82  -1.40
H  -5.35  -3.38  -2.59
H  -3.61  -2.17  -1.30
H  -1.82  -2.13  4.18
H  -0.42  -3.84  5.31
H  0.01  -6.02  4.20
H  -0.96  -6.46  1.97
H  -2.33  -4.75  0.85
C  3.63  -1.80  2.12
N  2.76  -1.49  3.23
C  2.53  -2.61  4.12
C  1.76  -0.55  3.00
N  1.50  -0.01  1.88
N  1.07  -0.20  4.17
C  -0.25  0.26  4.20
N  -0.72  0.39  5.51
N  -0.92  0.48  3.15
H  4.48  -2.36  2.49
H  3.99  -0.88  1.65
H  3.12  -2.41  1.35
H  3.47  -2.90  4.59
H  2.13  -3.48  3.57
H  1.81  -2.35  4.89
H  1.94  -0.47  1.09
H  1.65  0.09  4.93
H  -0.30  -0.25  6.16
H  -1.73  0.37  5.56
H  -1.91  0.64  3.37
C  2.10  -6.60  -5.06
C  2.07  -5.27  -4.35
C  2.35  -4.09  -5.02
C  2.33  -2.86  -4.37
C  2.61  -1.62  -5.18
C  2.01  -2.80  -3.01
Te  1.95  -0.92  -1.99
N  1.47  1.69  -0.59
C  1.99  2.78  -0.63
O  1.26  4.00  0.06
C  3.33  3.19  -1.11
C  3.65  4.50  -1.49
C  4.92  4.80  -1.96
C  5.89  3.81  -2.05
C  5.58  2.51  -1.67
C  4.31  2.21  -1.21
C  0.31  -0.25  -3.16
C  -0.80  -1.10  -3.19
C  -1.88  -0.81  -4.01
C  -1.87  0.34  -4.79
C  -0.77  1.19  -4.73
C  0.34  0.91  -3.93
C  1.48  1.88  -3.96
C  1.73  -3.99  -2.31
C  1.34  -4.03  -0.86
C  1.77  -5.20  -3.00
H  2.50  -6.50  -6.07
H  1.09  -7.01  -5.14
H  2.71  -7.32  -4.52
H  2.60  -4.12  -6.08
H  3.02  -1.89  -6.16
H  3.30  -0.96  -4.67
H  1.69  -1.05  -5.34
H  2.90  5.27  -1.44
H  5.15  5.81  -2.26
H  6.88  4.05  -2.42
H  6.32  1.73  -1.74
H  4.05  1.20  -0.92
H  -0.82  -1.98  -2.57
H  -2.74  -1.48  -4.03
H  -2.71  0.59  -5.43
H  -0.76  2.09  -5.33
H  1.70  2.17  -4.99
H  2.39  1.45  -3.52
H  1.23  2.77  -3.39
H  1.84  -3.27  -0.26
H  1.55  -5.01  -0.44
H  0.27  -3.82  -0.73
H  1.55  -6.11  -2.45
C  -0.37  5.69  0.10
C  0.48  4.76  -0.72
O  0.48  4.72  -1.93
H  -1.02  6.27  -0.56
H  0.27  6.36  0.68
H  -0.96  5.09  0.81

---

Computed, not measured: the ion CHO6S with charge -1 in a non-equilibrium geometry, with ωB97M-V with the def2-TZVPD basis set.

Calculated values
Kohn-Sham gap	8.86	eV
SMILES	O=C(OO)S(=O)(=O)[O-]
E_LUMO	3.2	eV
E_HOMO	-5.64	eV
energy above the lowest of the compared OMol25 structures with the same formula, charge and spin	86.3	kcal/mol
total charge	-1

Cartesian coordinates (Å):
O  -1.37  -0.40  0.66
C  -0.32  -0.26  0.13
O  -0.18  -0.22  -1.20
O  -1.42  -0.40  -2.04
S  1.23  0.30  0.93
O  1.66  1.39  0.03
O  0.73  0.80  2.17
O  1.97  -0.95  0.94
H  -2.30  -0.25  -1.64